The molecule C7H10S in a non-equilibrium geometry. Source: the Open Molecules 2025 dataset; level of theory: the ωB97M-V functional and the def2-TZVPD basis.

```
18
C7H10S the ωB97M-V functional and the def2-TZVPD basis
H -3.2495 -1.1559 -0.1264
H -2.2873 -2.6737 -0.3967
H -1.2447 0.4651 1.5646
H 2.3730 -2.1584 -0.0569
C 1.2776 -0.4993 0.0249
C -1.5000 0.5568 0.5075
S -0.3100 1.7497 -0.2432
C -2.2845 -1.5433 -0.2367
H 1.9117 1.2978 0.9719
H 1.9074 1.2608 -0.8833
C -1.2319 -0.8070 0.0759
H -2.4622 0.8684 0.1989
H 3.0643 -1.0844 1.0712
C 1.2834 0.9539 0.1045
H 0.3664 -2.2981 -0.3145
C 0.1038 -1.2184 -0.0494
C 2.5694 -1.0743 0.0204
H 3.2752 -0.7267 -0.8205
```

The value obtained for the total energy is -18254.279 eV. Its energy above the lowest of the compared OMol25 structures with the same formula, charge and spin is 1.9371 eV. As for the highest occupied orbital energy: -8.36 eV. For the lowest unoccupied orbital energy, the calculation gives 0.700 eV. Its spin multiplicity is 1. As for the molecular weight: 126.224 g/mol. Its structure (SMILES) is C=C1C=C(C)CSC1.

Results of the natural (NBO) charge analysis, in e, for atoms 1 through 5: atom 1 (H): 0.186, atom 2 (H): 0.198, atom 3 (H): 0.224, atom 4 (H): 0.223, atom 5 (C): 0.012


A cluster of 11 separate species, C33H88O33S11 in total in a non-equilibrium geometry. Source: the Open Molecules 2025 dataset; level of theory: the ωB97M-V functional and the def2-TZVPD basis.

```
165
C33H88O33S11 the ωB97M-V functional and the def2-TZVPD basis
O 4.5635 5.5266 1.3098
C -7.6115 -2.9242 0.6184
O 0.8729 0.3767 4.5304
H -3.9941 -3.6492 0.7973
S 4.8134 4.1303 2.0886
C 3.4292 5.2779 -0.7850
H 2.3975 -6.0976 -4.1414
H -8.6645 -4.5960 -0.2166
O 2.0245 -1.6566 3.4672
O -6.0710 -0.6534 -0.6815
S 1.9153 -0.6606 4.6063
H -2.3657 -0.8282 -2.0788
O -2.0337 -0.1102 1.5584
H 4.2596 3.7904 4.4104
C 1.4048 -0.7043 7.2348
S -6.9260 -0.2579 0.4369
H 2.5849 4.7879 -3.6717
S 6.3980 0.4115 -0.5433
C 4.1649 4.6676 3.7703
H 3.2784 6.7533 0.7387
O -5.7340 -3.7130 3.6889
C 0.0730 7.7526 1.0091
C -0.8163 1.4819 -3.9195
H -1.6474 7.0964 -0.0727
C 2.4663 3.8877 -4.2749
H 4.1009 0.5071 4.1355
H 7.1156 -2.7727 -1.7733
O 4.9266 -5.7513 -1.2268
O -7.5523 1.0965 0.4281
O 3.2562 3.9539 -5.4778
S -1.7022 -0.8975 0.3708
S 3.8573 5.4660 -5.9252
C -0.1273 0.8633 -5.1446
H 2.3988 7.0200 -7.0896
H 8.2324 -1.5309 -1.3130
H -4.9796 -1.1752 4.9547
H -3.1003 -4.8635 -0.2260
H 0.2003 8.5439 0.2703
H -1.1420 2.3824 0.2423
C 2.4001 5.9321 -7.0210
C 2.7302 2.6572 -3.4647
O -6.0989 -4.0515 -3.2576
H -1.2363 3.1321 -6.9127
C -0.2029 3.4299 -7.0902
O -7.9917 -1.4568 0.7684
C 7.4416 -2.8412 0.2953
H -5.2746 -1.1279 1.8633
H 1.0288 7.3573 1.3532
C 0.8417 -0.5083 0.6175
S -4.4768 -3.5089 4.4852
H -6.9154 -3.0262 -0.2141
O 3.8805 6.4034 -4.8002
H 2.6381 5.1569 1.1987
H -2.6755 0.8018 -1.2512
C 6.7734 0.6035 1.2458
H -7.6401 -4.4120 5.6080
H 2.4440 5.4471 -1.2194
H 6.4721 -3.2437 0.5889
O -0.2593 -0.4504 -0.2341
C -8.9282 -3.6001 0.1395
O 2.8897 -5.1040 -2.6584
H -0.4264 8.3318 1.7858
C 0.7642 -1.4588 8.3336
C 0.7363 -4.8759 -3.6742
H 7.6945 0.1012 1.5415
H 2.6815 1.7381 -4.0487
H 4.7441 5.5856 3.8695
C -7.0350 -4.4838 6.5117
H -6.9864 -3.4784 6.9299
O 1.0215 1.4687 -5.7295
C 7.2952 -2.0047 -1.0209
H -5.4739 0.7185 1.9048
C 1.8625 -5.8282 -3.2308
C -3.4231 -3.8863 -3.1721
H -4.4135 -5.7475 1.7959
H 0.5660 -0.1415 1.6063
H 0.9967 -3.8746 -4.0172
O -2.1878 4.6816 -1.0922
H -2.6003 -4.3946 -2.6694
O 2.2414 2.4422 -7.6472
H -9.3282 -3.0137 -0.6877
O -4.7869 -4.0710 5.9887
H 3.1372 4.9569 3.5507
C -4.1047 -1.7397 4.6322
H 4.0967 -0.3266 5.7418
H 0.1306 3.8538 -6.1430
H 2.7773 0.6585 0.6091
C -4.8834 -5.5327 0.8361
C 3.3940 5.6771 0.6104
H 0.1303 4.2349 -7.7452
C -5.6631 -5.1374 6.1952
H -5.8094 -5.7506 5.3059
O -4.9422 -3.8966 -0.9801
O -4.8606 -6.1310 -2.4217
S -0.7000 4.4844 -0.9503
H 3.2802 -3.9507 0.7887
O 0.1465 4.2641 -2.1028
O 0.3136 0.8099 -8.0231
O 3.9797 3.0831 1.5525
H 3.8682 4.2824 -0.8508
H -3.4700 -1.6628 5.5150
H 7.0172 1.6654 1.2155
O 2.6109 -6.4123 -0.4187
H 5.8227 0.4751 1.7634
H -9.8329 -3.7458 0.7297
H 7.7744 -2.2605 1.1556
H -5.2970 -5.6439 7.0882
C -2.7294 -0.2859 -1.2060
H 1.4561 5.5951 -6.5929
C 3.5184 0.2506 5.0204
C -5.9368 -0.2670 1.9564
H 1.4020 3.9794 -4.4915
C -4.0680 -4.4624 0.0754
O -3.2575 -4.1225 4.0734
S -4.9858 -4.6634 -2.5144
S 0.9115 1.9464 -7.3374
O 5.1699 1.1167 -0.8360
C 3.3119 -3.7915 -0.2892
C -0.8272 6.6961 0.5233
S 3.4784 -5.4959 -1.1360
H 2.3366 -0.1982 7.4873
O 6.2844 3.9471 2.1648
C 1.9433 0.4194 -0.0507
O 7.6244 0.8532 -1.2999
H -6.5614 -0.3600 2.8448
H 0.2940 -0.0613 -4.7501
H 2.0943 2.5880 -2.5822
H 2.6382 5.5440 -8.0113
H 3.2743 1.1812 5.5327
H 0.1746 -4.6644 -2.7643
H -7.2586 -3.5119 1.4659
H -0.0099 -5.3205 -4.3327
H -0.1856 1.7114 -3.0606
O 1.6730 -1.5070 6.0516
H 1.7431 -6.8226 -2.8006
H -0.9462 0.6035 -5.8155
H 7.9748 -3.7898 0.2319
H -4.8820 -6.5358 0.4096
H 4.1681 -3.1365 -0.4501
H 1.5564 1.3904 -0.3597
O 6.1641 -1.2183 -0.7084
H 4.0267 6.0191 -1.3157
H -0.3116 -1.4591 8.1585
H -3.7360 -0.6046 -0.9353
H 0.9265 -1.1280 9.3595
H -7.4388 -5.0992 7.3157
H -5.9235 -5.2408 0.9816
H 2.3553 -3.3395 -0.5515
O -0.0072 5.7847 -0.1375
H 2.3215 0.1711 -1.0424
H -3.5305 -1.3126 3.8100
H -1.5682 0.7402 -3.6500
H 1.2051 -2.4459 8.4724
H -0.6417 3.7594 1.3217
H 1.2070 -1.5286 0.7339
H -1.3389 2.3804 -4.2477
O 4.9695 5.1380 -6.8379
H 3.7594 2.7576 -3.1200
O -1.7465 -2.3722 0.2704
C -0.4629 3.2220 0.3903
H 0.8607 0.1875 6.9237
H -1.2641 6.2204 1.4014
H -3.4802 -2.8128 -2.9924
H 0.6009 2.9854 0.3677
H -3.2916 -4.2172 -4.2023
```

The value obtained for the total energy is -222389.764 eV. Its energy above the lowest of the compared OMol25 structures with the same formula, charge and spin is 9.0022 eV. As for the highest occupied orbital energy: -10.61 eV. For the lowest unoccupied orbital energy, the calculation gives -0.398 eV. Its spin multiplicity is 1. As for the molecular weight: 1365.771 g/mol. Its structure (SMILES) is CCOS(C)(=O)=O.CCOS(C)(=O)=O.CCOS(C)(=O)=O.CCOS(C)(=O)=O.CCOS(C)(=O)=O.CCOS(C)(=O)=O.CCOS(C)(=O)=O.CCOS(C)(=O)=O.CCOS(C)(=O)=O.CCOS(C)(=O)=O.CCOS(C)(=O)=O.

Results of the Mulliken charge analysis, in e, for atoms 1 through 5: atom 1 (O): -0.413, atom 2 (C): 1.161, atom 3 (O): -0.653, atom 4 (H): -0.101, atom 5 (S): 1.091


The molecule C6H5Cl3N2 in a non-equilibrium geometry. Source: the Open Molecules 2025 dataset; level of theory: the ωB97M-V functional and the def2-TZVPD basis.

```
16
C6H5Cl3N2 the ωB97M-V functional and the def2-TZVPD basis
C -0.2801 -0.3421 -0.7527
N 0.4127 -0.1267 -1.8936
H -2.1590 0.3335 1.2571
C -1.5572 0.5916 2.0505
H -0.7147 -1.4678 1.8579
Cl -2.2372 0.4705 3.6844
Cl -1.8882 -0.8775 -0.8819
C 0.3349 -0.4218 0.5610
H 2.1960 -0.1603 1.5757
C -0.3866 -0.4057 1.8346
N 2.4024 0.2626 -0.6131
H -1.1496 1.4724 1.8258
C 1.6689 0.1946 -1.6743
C 1.6696 -0.0352 0.5082
Cl 2.5495 0.5039 -3.1953
H 0.2160 -0.2647 2.5444
```

The value obtained for the total energy is -46849.148 eV. Its energy above the lowest of the compared OMol25 structures with the same formula, charge and spin is 1.7652 eV. As for the highest occupied orbital energy: -10.13 eV. For the lowest unoccupied orbital energy, the calculation gives -0.369 eV. Its spin multiplicity is 1. As for the molecular weight: 211.479 g/mol. Its structure (SMILES) is ClCCc1cnc(Cl)nc1Cl.

Results of the natural (NBO) charge analysis, in e, for atoms 1 through 5: atom 1 (C): 0.217, atom 2 (N): -0.454, atom 3 (H): 0.214, atom 4 (C): -0.354, atom 5 (H): 0.222


Question: Which of these has the lowest lowest unoccupied orbital energy?
Answer: C33H88O33S11